1.
C3H7ClN as an isolated structure in a non-equilibrium geometry. Source: the OMol25 dataset; level of theory: ωB97M-V with the def2-TZVPD basis set.

```
12
Properties=species:S:1:pos:R:3:forces:R:3
C -0.449047 -0.485804 1.165914 1.24 -5.57 1.59
C 0.465916 0.022014 0.106836 -1.34 0.80 1.97
C -0.431078 1.205433 0.229947 1.15 5.32 -3.25
N 0.436468 -0.717976 -1.202842 -0.33 0.27 0.08
Cl 0.106486 2.613686 1.036052 -0.21 -0.85 -0.55
H -1.366045 -0.967455 0.898931 -0.40 -0.04 -0.09
H -0.158477 -0.458941 2.195878 0.09 0.14 0.21
H 1.487725 0.210088 0.425595 -0.04 -0.08 -0.14
H -1.353481 1.267940 -0.319845 -0.21 0.05 0.09
H 0.665854 -0.093675 -1.987988 -0.03 -0.14 0.17
H -0.508586 -1.096706 -1.354394 0.29 -0.01 -0.10
H 1.104265 -1.498603 -1.194083 -0.19 0.10 0.03
```
Forces are in eV/Å.

## Properties
Spin multiplicity ... 3
Calculated total energy ... -632.992171 Eh
Charge ... +1
F_max ... 6.34 eV/A
Relative energy (zero: lowest compared OMol25 entry of this formula, charge and spin) ... 0.0 kJ/mol


2.
One molecule with the formula C3H7ClN2 in a non-equilibrium geometry. Source: the OMol25 dataset; level of theory: ωB97M-V with the def2-TZVPD basis set.

```
13
Properties=species:S:1:pos:R:3:forces:R:3
N -2.367222 0.954901 -0.559667 -0.69 0.55 1.25
N -1.025912 0.654102 -0.762915 0.32 -1.03 1.63
C -0.611142 -0.348990 -0.062683 2.02 1.59 -4.15
C 0.807624 -0.818370 -0.397700 -0.74 -1.42 0.44
C 1.738523 -0.010130 0.437253 2.14 0.23 -0.63
Cl 1.538882 -0.215955 2.174781 -0.41 0.02 0.61
H -2.429658 1.940055 -0.293856 0.07 -0.05 -0.71
H -2.709685 0.499081 0.308816 0.10 -0.07 -0.71
H -1.276316 -0.934324 0.438569 -1.71 -1.54 1.99
H 0.976283 -1.953616 -0.261794 -0.45 1.81 -0.23
H 0.982461 -0.512827 -1.437210 0.06 -0.40 0.17
H 2.815708 -0.283275 0.279899 -1.01 0.40 -0.20
H 1.560456 1.029347 0.136507 0.29 -0.09 0.54
```
Forces are in eV/Å.

## Properties
Structure (SMILES) ... N/N=C/CCCl
Calculated total energy ... -688.153532 Eh
F_max ... 4.88 eV/A
Relative energy (zero: lowest compared OMol25 entry of this formula, charge and spin) ... 166.1 kJ/mol


3.
A 2-piece molecular cluster, C3H7ClN2O overall in a non-equilibrium geometry. Source: the OMol25 dataset; level of theory: ωB97M-V with the def2-TZVPD basis set.

```
14
Properties=species:S:1:pos:R:3:forces:R:3
C 1.004541 1.246634 -0.525780 1.23 -1.31 0.04
C -1.353117 -1.345140 -0.443886 -0.65 -2.09 0.45
C -1.293629 0.423820 1.048170 1.27 1.44 0.60
N 0.355537 0.105572 -0.622400 1.24 -1.00 -1.53
N -0.742069 -0.146743 0.011452 -0.66 1.29 2.65
O 2.176403 1.318236 -0.897227 -0.33 1.18 -0.64
Cl 3.813710 -0.449116 0.370085 0.37 -0.45 0.54
H 0.601599 2.055598 -0.020732 -1.42 2.15 0.85
H -1.974781 -1.787964 0.368740 0.35 0.33 -0.99
H -1.864235 -1.098543 -1.322920 -1.40 0.29 -1.17
H -0.619302 -2.057791 -0.812051 0.38 0.14 0.58
H -0.835083 1.283462 1.646737 -0.57 -1.40 -1.40
H 2.951523 0.444602 -0.166596 0.53 -0.44 -0.27
H -2.221095 0.007378 1.366411 -0.34 -0.11 0.28
```
Forces are in eV/Å.

## Properties
Calculated total energy ... -763.349939 Eh
F_max ... 3.02 eV/A
Relative energy (zero: lowest compared OMol25 entry of this formula, charge and spin) ... 229.4 kJ/mol


4.
A 2-piece molecular cluster, C3H7ClN2O overall in a non-equilibrium geometry. Source: the OMol25 dataset; level of theory: ωB97M-V with the def2-TZVPD basis set.

```
14
Properties=species:S:1:pos:R:3:forces:R:3
C -1.404598 0.780481 -0.132223 -0.22 -1.63 -0.54
C 1.222713 0.047641 -1.169139 0.28 1.75 1.50
C 0.990728 -0.271658 1.147439 0.64 -1.72 -0.19
N -2.043126 -0.241614 0.071931 -0.73 0.00 0.41
N 0.428979 -0.526665 -0.106877 -0.20 0.20 -1.59
O -1.180472 1.816930 -0.560773 0.60 2.49 -0.29
Cl -4.075764 -0.253102 0.305011 -0.95 0.05 0.08
H 0.548718 0.861910 -1.656445 1.73 -0.95 0.69
H 2.233837 0.420206 -0.645301 -1.94 -0.24 -1.91
H 1.402520 -0.710508 -1.893988 0.35 -0.49 -0.77
H 1.623565 0.588124 1.203271 -0.18 1.39 0.40
H 0.170746 -0.388189 1.865070 1.04 -0.10 0.66
H 1.821634 -1.046722 1.081118 -0.90 0.04 1.27
H -1.739481 -1.076834 0.490904 0.50 -0.79 0.27
```
Forces are in eV/Å.

## Properties
Calculated total energy ... -763.275490 Eh
F_max ... 2.74 eV/A
Relative energy (zero: lowest compared OMol25 entry of this formula, charge and spin) ... 424.9 kJ/mol


5.
C3H7ClN2Si as an isolated structure in a non-equilibrium geometry. Source: the OMol25 dataset; level of theory: ωB97M-V with the def2-TZVPD basis set.

```
14
Properties=species:S:1:pos:R:3:forces:R:3
C -0.399162 -1.858301 -0.116120 0.35 3.09 -0.16
C 0.914452 -1.352185 0.324719 1.93 0.48 -0.31
C -1.980011 1.900614 -0.077570 5.13 2.64 -0.27
N -1.330631 -1.020409 -0.336644 -0.70 0.79 -0.08
N 0.925949 0.145116 0.395795 -0.51 -0.38 0.22
Si -0.630184 0.592261 -0.003041 0.49 -2.38 0.51
Cl 4.550435 -0.519022 0.065575 -1.24 -0.09 0.80
H -0.554702 -2.854080 -0.188697 -0.56 -3.36 -0.31
H 1.116616 -1.894009 1.264093 -0.32 0.73 0.63
H 1.838533 -1.814113 -0.199659 -1.54 0.96 -0.16
H -2.168067 1.869502 -1.080110 -1.39 -0.77 -2.91
H -2.777517 1.671023 0.511637 -2.13 -0.35 1.65
H -1.583120 2.988638 -0.122023 -0.68 -1.65 1.22
H 3.395794 -0.525724 0.743170 1.18 0.27 -0.82
```
Forces are in eV/Å.

## Properties
Calculated total energy ... -977.642679 Eh
F_max ... 5.77 eV/A
Relative energy (zero: lowest compared OMol25 entry of this formula, charge and spin) ... 449.4 kJ/mol


6.
A 2-piece molecular cluster, C3H7ClN4 overall in a non-equilibrium geometry. Source: the OMol25 dataset; level of theory: ωB97M-V with the def2-TZVPD basis set.

```
15
Properties=species:S:1:pos:R:3:forces:R:3
C -1.870831 -0.694988 0.165134 4.41 0.66 -0.57
C -0.065501 0.429621 0.942975 -0.72 -1.71 -1.61
C 2.216350 0.172662 -0.182737 -2.24 0.85 1.06
N -1.912583 -1.657516 -0.659589 -1.66 -3.31 -0.42
N 2.488049 0.551272 -1.374628 0.42 -0.34 -1.10
N -0.636474 0.962645 1.988493 2.55 1.78 -0.20
N 0.931646 0.329149 0.233168 -0.21 0.19 0.37
Cl 3.375337 -0.401062 0.799122 1.04 -0.62 1.13
H -2.710527 -0.436302 0.712117 -1.90 0.10 1.09
H -2.731708 -2.371522 -0.581509 1.02 1.88 -0.39
H 1.721292 0.621888 -1.995581 -0.83 0.69 -0.82
H 3.390106 0.449695 -1.809054 0.51 -0.01 0.16
H -1.338468 0.468367 2.417580 -2.36 -1.21 0.88
H -0.181594 1.623706 2.653297 0.10 -0.51 -0.99
H -1.248784 -2.120301 -1.350971 -0.13 1.59 1.42
```
Forces are in eV/Å.

## Properties
Calculated total energy ... -796.964228 Eh
Charge ... +2
F_max ... 4.50 eV/A
Relative energy (zero: lowest compared OMol25 entry of this formula, charge and spin) ... 27.9 kJ/mol